Record 1
ORCA calculation (the ωB97M-V functional and the def2-TZVPD basis) on C49H59N7O2P2SSi2Zr as an isolated structure.

Geometry as XYZ:
```
123
C49H59N7O2P2SSi2Zr the ωB97M-V functional and the def2-TZVPD basis
Zr -0.075 -0.237 -0.058
C -0.901 4.030 -1.161
C -0.335 3.034 -0.212
N -0.688 1.806 -0.118
N -1.589 1.136 -0.914
C -2.821 1.703 -1.163
N -3.400 1.272 -2.311
S -3.613 2.760 -0.156
C 0.849 3.422 0.602
C 0.903 4.668 1.215
C 2.039 5.002 1.934
C 3.081 4.090 1.996
C 2.933 2.874 1.344
N 1.845 2.534 0.664
H -1.779 4.530 -0.745
H -0.150 4.775 -1.413
H -1.236 3.528 -2.071
H -3.032 0.474 -2.797
H -4.382 1.473 -2.419
H 0.068 5.350 1.145
H 2.110 5.958 2.433
H 3.992 4.319 2.529
H 3.729 2.138 1.368
O 1.065 1.025 -1.943
P 2.245 1.145 -2.869
C 3.635 0.212 -2.134
P 2.997 -1.282 -1.348
O 1.992 -0.916 -0.262
C 4.351 -2.203 -0.643
C 5.649 -2.102 -1.141
C 6.665 -2.857 -0.577
C 6.391 -3.704 0.486
C 5.101 -3.801 0.991
C 4.081 -3.050 0.432
C 2.266 -2.217 -2.694
C 0.937 -2.005 -3.056
C 0.386 -2.682 -4.128
C 1.170 -3.571 -4.852
C 2.494 -3.791 -4.499
C 3.044 -3.120 -3.417
C 2.917 2.789 -3.118
C 3.934 2.956 -4.060
C 4.497 4.205 -4.253
C 4.043 5.294 -3.520
C 3.027 5.133 -2.592
C 2.469 3.880 -2.387
C 1.845 0.525 -4.505
C 0.561 0.831 -4.958
C 0.174 0.462 -6.235
C 1.060 -0.217 -7.060
C 2.335 -0.527 -6.610
C 2.731 -0.153 -5.335
H 4.075 0.863 -1.372
H 4.392 -0.024 -2.881
H 5.878 -1.444 -1.967
H 7.671 -2.781 -0.965
H 7.185 -4.292 0.922
H 4.893 -4.464 1.818
H 3.073 -3.130 0.821
H 0.333 -1.300 -2.489
H -0.647 -2.518 -4.399
H 0.743 -4.101 -5.691
H 3.095 -4.492 -5.060
H 4.069 -3.313 -3.129
H 4.275 2.126 -4.663
H 5.280 4.333 -4.987
H 4.480 6.270 -3.680
H 2.666 5.982 -2.028
H 1.678 3.746 -1.665
H -0.130 1.349 -4.304
H -0.818 0.705 -6.588
H 0.758 -0.503 -8.057
H 3.021 -1.060 -7.251
H 3.724 -0.417 -4.995
C -4.630 -0.771 0.184
Si -3.134 -1.866 -0.026
C -3.680 -3.636 0.271
C -2.521 -1.959 -1.823
C -1.671 -1.388 1.136
C -0.814 -2.584 1.064
C -0.755 -3.648 1.986
C -0.022 -4.769 1.690
C 0.672 -4.829 0.477
C 0.626 -3.739 -0.354
N -0.082 -2.628 -0.072
Si -2.347 -0.992 2.889
C -2.987 0.773 2.936
C -1.016 -1.297 4.203
C -3.747 -2.121 3.450
H -5.469 -1.245 -0.327
H -4.526 0.238 -0.194
H -4.905 -0.681 1.229
H -4.441 -3.892 -0.468
H -4.119 -3.784 1.251
H -2.864 -4.349 0.156
H -3.380 -2.040 -2.493
H -1.931 -2.867 -1.951
H -1.914 -1.115 -2.164
H -1.332 -3.597 2.893
H -0.010 -5.608 2.372
H 1.231 -5.705 0.186
H 1.152 -3.759 -1.298
H -2.893 1.288 1.978
H -2.486 1.369 3.698
H -4.046 0.772 3.189
H -0.924 -0.433 4.858
H -0.032 -1.524 3.793
H -1.308 -2.141 4.828
H -4.665 -2.013 2.882
H -3.974 -1.852 4.484
H -3.480 -3.177 3.449
C 3.126 0.015 4.708
N 2.073 0.325 3.751
C 1.075 1.256 3.912
C 0.283 1.163 2.816
N 0.787 0.187 1.982
C 1.865 -0.291 2.583
H 3.108 0.763 5.495
H 4.096 0.039 4.216
H 2.957 -0.967 5.147
H 1.020 1.888 4.778
H -0.602 1.724 2.568
H 2.504 -1.064 2.194
```

Its multiplicity is 1. Its total charge is +2. For the HOMO energy, the calculation gives -12.301 eV. The total energy is -112741.05854 eV.

Record 2
ORCA calculation (the ωB97M-V functional and the def2-TZVPD basis) on a 11-piece molecular cluster, C49H60F6O11S2 overall.

Geometry as XYZ:
```
128
C49H60F6O11S2 the ωB97M-V functional and the def2-TZVPD basis
F -28.272 19.721 31.843
C -27.001 19.305 31.913
C -26.203 19.822 32.931
C -24.800 19.513 32.983
C -24.260 18.594 32.069
C -25.110 18.124 31.065
C -26.454 18.451 30.989
H -26.688 20.484 33.633
H -24.197 19.764 33.844
H -23.222 18.298 32.095
H -24.694 17.433 30.347
H -27.175 18.038 30.298
F -24.286 17.523 40.695
C -23.174 17.807 40.005
C -22.428 16.793 39.351
C -21.205 17.099 38.711
C -20.632 18.363 38.797
C -21.292 19.333 39.466
C -22.606 19.111 39.965
H -22.710 15.753 39.423
H -20.530 16.424 38.206
H -19.676 18.646 38.382
H -20.906 20.339 39.539
H -23.084 19.932 40.478
F -9.071 24.721 24.514
C -8.301 23.572 24.685
C -7.650 22.979 23.571
C -6.836 21.869 23.755
C -6.579 21.371 25.034
C -7.263 21.960 26.090
C -8.166 22.994 25.957
H -7.959 23.184 22.557
H -6.556 21.229 22.931
H -5.919 20.543 25.246
H -7.136 21.638 27.113
H -8.694 23.395 26.810
F -20.209 22.322 26.815
C -18.957 22.238 26.251
C -18.385 23.291 25.624
C -17.110 23.187 25.110
C -16.406 22.033 25.364
C -16.986 20.962 26.058
C -18.267 21.067 26.508
H -18.934 24.217 25.540
H -16.556 24.021 24.704
H -15.371 21.925 25.073
H -16.336 20.117 26.230
H -18.856 20.316 27.014
F -3.456 28.895 31.750
C -3.608 30.131 31.238
C -4.806 30.840 31.413
C -4.967 32.082 30.848
C -3.879 32.582 30.092
C -2.711 31.838 29.896
C -2.608 30.593 30.445
H -5.606 30.382 31.975
H -5.837 32.694 31.037
H -4.043 33.572 29.693
H -1.809 32.166 29.401
H -1.669 30.064 30.388
F -6.053 12.649 28.584
C -7.296 13.082 28.957
C -7.527 14.425 29.170
C -8.823 14.931 29.314
C -9.842 13.967 29.301
C -9.627 12.606 29.298
C -8.325 12.152 29.064
H -6.736 15.135 28.977
H -8.970 16.000 29.369
H -10.858 14.330 29.355
H -10.421 11.890 29.452
H -8.193 11.092 28.905
C -21.392 25.759 35.151
S -19.636 25.585 34.593
O -19.417 24.108 34.491
C -20.106 25.908 32.804
H -21.516 25.387 36.167
H -21.955 25.190 34.410
H -21.581 26.832 35.100
H -19.252 25.922 32.127
H -20.375 26.964 32.759
H -20.861 25.227 32.413
C -12.510 18.246 39.798
S -12.973 19.291 41.293
O -11.653 19.626 42.049
C -13.452 20.877 40.496
H -11.854 18.895 39.219
H -13.408 17.975 39.242
H -12.169 17.285 40.184
H -13.557 21.685 41.220
H -14.325 20.842 39.844
H -12.589 21.079 39.861
C -22.452 12.038 32.810
O -21.879 12.003 31.574
C -20.678 12.502 31.223
O -19.859 12.950 32.052
O -20.545 12.602 29.862
C -19.313 13.013 29.195
H -23.528 11.956 32.658
H -22.365 13.053 33.198
H -22.135 11.309 33.555
H -19.476 13.324 28.163
H -18.536 12.248 29.185
H -19.048 13.958 29.670
C -0.074 30.281 43.554
O -1.182 30.258 42.685
C -1.340 29.163 42.000
O -0.495 28.262 41.841
O -2.535 29.279 41.332
C -2.840 28.336 40.257
H 0.192 31.304 43.822
H 0.808 29.736 43.220
H -0.436 29.793 44.459
H -2.833 27.261 40.437
H -2.128 28.621 39.482
H -3.822 28.506 39.817
C -10.529 22.595 33.662
O -11.556 21.758 34.122
C -12.064 20.839 33.220
O -11.858 20.781 32.017
O -12.858 20.037 33.832
C -13.828 19.293 33.086
H -9.760 22.209 32.992
H -9.977 22.933 34.539
H -10.964 23.428 33.110
H -14.119 19.809 32.171
H -14.775 19.390 33.617
H -13.741 18.209 33.015
```

Its multiplicity is 1. Its total charge is 0. For the HOMO energy, the calculation gives -8.809 eV. The total energy is -112276.88249 eV.